No. 1
Density functional theory data (ωB97M-V with the def2-TZVPD basis set) for a single C5H9N3 molecule.

The SMILES is C1=NNC[C@H]2CN2C1. Its energy above the lowest of the compared OMol25 structures with the same formula, charge and spin is 587.72 kJ/mol. The calculation puts the HOMO-LUMO gap at 9.61 eV. Its HOMO energy is -0.32311 Ha. Its net charge is 0.

Positions of all 17 atoms, in Å:
C 0.752 0.398 1.720
N 1.676 -0.456 1.281
N 1.807 -0.074 -0.145
C 0.722 -0.560 -1.152
C -0.740 -0.038 -1.180
C -1.766 -0.517 -0.215
N -1.181 0.841 -0.110
C -0.230 1.338 0.945
H 0.728 0.419 2.884
H 2.613 -0.919 -0.317
H 1.350 -0.462 -2.106
H 0.557 -1.778 -1.205
H -1.262 -0.116 -2.184
H -1.412 -1.308 0.562
H -2.766 -0.492 -0.642
H -0.988 1.629 1.692
H 0.140 2.095 0.173

No. 2
Density functional theory data (ωB97M-V with the def2-TZVPD basis set) for a 5-piece molecular cluster, C43H92Br2NO6P2S3 overall.

The calculation puts the HOMO-LUMO gap at 6.44 eV. Its HOMO energy is -0.16979 Ha. Its net charge is -1.

Positions of all 149 atoms, in Å:
C -3.504 -1.475 1.138
C -4.646 -0.903 0.268
C -4.492 -1.289 -1.204
C -3.216 -0.718 -1.850
C -3.496 0.036 -3.184
C -2.376 -0.185 -4.228
P -2.806 -1.151 -5.784
C -1.036 -1.933 -5.760
C 0.109 -0.962 -6.124
C 1.380 -1.587 -5.608
O 2.226 -2.110 -6.277
O 1.516 -1.480 -4.247
C -3.745 -2.534 -4.788
S -2.918 -3.957 -4.156
O -3.821 -4.547 -3.190
O -2.451 -4.871 -5.156
P -3.134 -2.567 -7.595
C -1.945 -2.185 -8.970
C -4.801 -2.235 -8.364
C -5.015 -3.017 -9.671
O -4.372 -0.326 -5.987
C -4.383 0.896 -6.550
Br -4.453 2.426 -5.202
C -5.763 1.071 -7.233
S -5.969 2.211 -8.626
C -5.615 3.880 -8.038
C -6.566 4.433 -6.963
C -2.965 1.036 -7.355
Br -2.029 2.790 -6.603
N -2.907 1.414 -8.744
C -3.285 0.749 -9.681
S -4.052 0.188 -10.916
O -2.152 0.116 -6.912
H -3.922 -1.979 2.005
H -2.958 -2.192 0.529
H -2.856 -0.659 1.447
H -4.780 0.172 0.383
H -5.586 -1.356 0.594
H -4.452 -2.379 -1.261
H -5.397 -0.965 -1.718
H -2.768 0.002 -1.162
H -2.480 -1.503 -2.024
H -4.494 -0.247 -3.502
H -3.539 1.091 -2.932
H -1.967 0.795 -4.475
H -1.566 -0.669 -3.685
H -0.759 -2.263 -4.756
H -0.964 -2.842 -6.359
H 0.018 -0.015 -5.597
H 0.266 -0.870 -7.191
H 1.871 -2.312 -3.914
H -4.339 -2.166 -3.955
H -4.478 -2.963 -5.471
H -1.855 -3.521 -3.433
H -1.213 -1.403 -8.780
H -1.392 -3.099 -9.190
H -2.464 -1.935 -9.893
H -5.038 -1.179 -8.455
H -5.518 -2.641 -7.647
H -5.585 -3.919 -9.448
H -5.614 -2.460 -10.391
H -4.089 -3.340 -10.140
H -6.447 1.395 -6.456
H -6.160 0.119 -7.571
H -5.683 4.514 -8.918
H -4.590 3.926 -7.679
H -7.263 5.144 -7.403
H -5.971 5.011 -6.255
H -7.074 3.662 -6.395
C -0.992 -3.105 3.974
C -0.956 -2.956 5.492
C -2.046 -2.030 6.029
C -1.962 -0.584 5.536
C -0.644 0.124 5.842
C -0.360 0.258 7.336
H -0.834 -2.152 3.467
H -0.213 -3.789 3.634
H -1.953 -3.506 3.647
H 0.032 -2.601 5.801
H -1.082 -3.941 5.948
H -2.016 -2.046 7.123
H -3.025 -2.434 5.752
H -2.782 -0.016 5.988
H -2.139 -0.554 4.458
H -0.678 1.123 5.399
H 0.187 -0.395 5.357
H -1.154 0.821 7.832
H 0.581 0.785 7.501
H -0.278 -0.717 7.818
C 4.486 4.839 6.847
C 3.349 5.590 7.534
C 2.521 4.709 8.469
C 1.799 3.546 7.785
C 0.846 3.951 6.662
C -0.305 4.832 7.139
H 4.117 4.027 6.219
H 5.060 5.512 6.208
H 5.172 4.415 7.584
H 2.706 6.050 6.778
H 3.771 6.413 8.117
H 1.791 5.336 8.990
H 3.175 4.304 9.247
H 1.237 2.994 8.545
H 2.535 2.841 7.389
H 0.431 3.044 6.216
H 1.392 4.461 5.864
H -0.896 4.319 7.900
H -0.969 5.080 6.309
H 0.053 5.772 7.562
C -0.862 -4.819 -0.274
C 0.343 -5.416 -0.992
C 0.804 -6.743 -0.393
C 1.273 -6.662 1.062
C 2.418 -5.683 1.316
C 3.699 -6.042 0.567
H -0.645 -4.597 0.773
H -1.168 -3.884 -0.748
H -1.713 -5.502 -0.309
H 1.165 -4.693 -0.991
H 0.084 -5.581 -2.041
H 1.606 -7.152 -1.014
H -0.016 -7.465 -0.454
H 1.584 -7.662 1.382
H 0.429 -6.394 1.703
H 2.630 -5.669 2.388
H 2.113 -4.667 1.052
H 4.050 -7.036 0.854
H 4.491 -5.327 0.793
H 3.550 -6.034 -0.513
C 9.506 3.019 3.719
C 9.560 3.160 5.238
C 8.475 4.080 5.798
C 8.549 5.530 5.318
C 9.870 6.239 5.613
C 10.173 6.359 7.104
H 9.656 3.975 3.216
H 10.283 2.339 3.367
H 8.542 2.616 3.401
H 10.550 3.515 5.537
H 9.442 2.171 5.688
H 8.521 4.054 6.890
H 7.494 3.675 5.532
H 7.734 6.091 5.787
H 8.357 5.571 4.243
H 9.827 7.243 5.181
H 10.695 5.727 5.111
H 9.384 6.913 7.617
H 11.113 6.887 7.265
H 10.263 5.380 7.577

No. 3
Density functional theory data (ωB97M-V with the def2-TZVPD basis set) for C32H30FN4O5RhS2Te as an isolated structure.

Its energy above the lowest of the compared OMol25 structures with the same formula, charge and spin is 459.73 kJ/mol. The calculation puts the HOMO-LUMO gap at 6.38 eV. Its HOMO energy is -0.24940 Ha. Its net charge is 0.

Positions of all 76 atoms, in Å:
Rh -1.775 -2.632 0.510
C -0.972 3.729 -2.238
C 0.265 3.671 -1.358
C 1.540 3.925 -2.150
C 2.692 4.076 -1.171
C 2.759 2.876 -0.264
C 3.960 2.516 0.318
C 4.065 1.367 1.081
F 5.259 1.059 1.629
C 2.994 0.537 1.265
C 1.769 0.890 0.698
C 0.627 -0.002 0.951
O 0.704 -1.029 1.579
C -0.740 0.528 0.472
C -0.565 1.361 -0.783
N 0.385 2.410 -0.594
C 1.623 2.066 -0.058
C -2.290 -0.658 1.797
O -1.747 0.315 2.573
O -2.943 -1.574 2.242
H -0.971 4.689 -2.755
H -1.895 3.667 -1.661
H -0.968 2.941 -2.993
H 0.185 4.472 -0.617
H 1.420 4.832 -2.744
H 1.718 3.093 -2.838
H 2.543 4.987 -0.581
H 3.644 4.187 -1.692
H 4.843 3.123 0.156
H 3.072 -0.376 1.839
H -1.521 1.761 -1.092
N 1.180 7.376 1.533
C 0.365 6.263 1.592
C 0.835 5.071 2.157
C 0.043 3.941 2.176
C -1.216 3.975 1.588
C -1.699 5.150 1.025
C -0.918 6.289 1.036
S -2.303 2.603 1.618
O -3.025 2.561 0.375
O -3.015 2.565 2.852
N -1.182 1.299 1.707
C -1.793 -0.551 0.412
S -0.010 0.217 -2.128
C -1.563 -0.387 -2.673
C -2.530 -0.897 -1.907
N -2.621 -1.041 -0.523
H 1.943 7.411 2.189
H 0.726 8.263 1.394
H 1.829 5.035 2.585
H 0.413 3.027 2.619
H -2.682 5.168 0.572
H -1.294 7.205 0.596
H -1.707 -0.376 -3.745
H -3.409 -1.288 -2.407
C -0.320 -9.548 0.645
C -0.315 -8.123 0.161
C 0.283 -7.773 -1.044
C 0.316 -6.461 -1.503
C 0.977 -6.130 -2.810
C -0.279 -5.459 -0.728
Te -0.291 -3.455 -1.396
C -0.876 -5.793 0.484
C -1.500 -4.727 1.321
C -0.890 -7.113 0.919
H -0.054 -10.236 -0.157
H -1.301 -9.834 1.025
H 0.399 -9.688 1.455
H 0.737 -8.548 -1.653
H 1.369 -7.025 -3.291
H 1.805 -5.432 -2.663
H 0.271 -5.652 -3.494
H -2.468 -4.371 0.868
H -0.751 -3.901 1.521
H -1.803 -5.065 2.310
H -1.360 -7.354 1.868

No. 4
Density functional theory data (ωB97M-V with the def2-TZVPD basis set) for a 5-piece molecular cluster, C26H34F2N5O11P overall.

The SMILES is CNCc1c(F)c(C)c2c(c1Cc1ccccc1)C(=O)C([PH2]=O)=C([C@@H](C)F)C2=O.C[N+](=O)[O-].C[N+](=O)[O-].C[N+](=O)[O-].C[N+](=O)[O-]. The calculation puts the HOMO-LUMO gap at 7.58 eV. Its HOMO energy is -0.32835 Ha. Its net charge is 0.

Positions of all 79 atoms, in Å:
C -3.486 0.039 0.036
N -3.053 0.135 1.442
C -2.059 1.211 1.584
C -0.761 0.928 0.863
C -0.200 -0.342 0.887
F -0.799 -1.321 1.584
C 0.991 -0.692 0.262
C 1.494 -2.103 0.404
C 1.644 0.311 -0.445
C 1.124 1.615 -0.498
C -0.071 1.930 0.159
C -0.620 3.343 0.164
C -0.380 4.006 1.510
C -1.420 4.410 2.337
C -1.153 4.987 3.571
C 0.152 5.155 3.996
C 1.202 4.772 3.173
C 0.929 4.199 1.940
C 1.915 2.631 -1.270
O 1.420 3.510 -1.932
C 3.414 2.467 -1.193
P 4.399 4.002 -1.209
O 4.056 4.933 -2.302
C 3.895 1.222 -1.112
C 5.351 0.832 -1.008
C 6.055 0.881 -2.350
F 5.992 1.613 -0.049
C 2.933 0.074 -1.146
O 3.237 -0.946 -1.729
H -2.654 -0.339 -0.558
H -4.275 -0.707 -0.001
H -3.868 0.988 -0.351
H -3.858 0.474 1.958
H -1.841 1.373 2.642
H -2.494 2.129 1.186
H 2.137 -2.390 -0.417
H 0.685 -2.809 0.547
H 2.093 -2.156 1.319
H -0.126 3.944 -0.588
H -1.682 3.348 -0.072
H -2.447 4.267 2.023
H -1.968 5.295 4.212
H 0.363 5.586 4.965
H 2.232 4.888 3.478
H 1.746 3.894 1.297
H 5.739 3.602 -1.184
H 4.132 4.553 0.061
H 5.383 -0.200 -0.656
H 6.166 1.896 -2.725
H 5.423 0.347 -3.060
H 7.006 0.357 -2.296
C 4.769 -4.578 0.795
N 3.464 -5.157 0.373
O 3.437 -5.811 -0.646
O 2.510 -4.926 1.086
H 5.519 -4.864 0.068
H 4.644 -3.500 0.836
H 4.996 -4.976 1.779
C -5.173 4.353 -2.498
N -5.071 3.147 -1.630
O -4.133 3.080 -0.859
O -5.933 2.307 -1.750
H -4.337 5.004 -2.276
H -5.150 4.011 -3.528
H -6.122 4.830 -2.275
C -2.799 -4.000 0.626
N -3.816 -3.864 -0.453
O -3.750 -4.620 -1.401
O -4.648 -2.997 -0.309
H -2.128 -4.809 0.363
H -2.280 -3.048 0.701
H -3.335 -4.212 1.546
C -3.817 -7.896 -1.984
N -3.328 -8.592 -0.762
O -3.252 -7.949 0.265
O -3.035 -9.763 -0.875
H -4.033 -6.867 -1.727
H -3.030 -7.958 -2.729
H -4.707 -8.418 -2.321

No. 5
Density functional theory data (ωB97M-V with the def2-TZVPD basis set) for a single C2H6S molecule.

The SMILES is CSC. Its energy above the lowest of the compared OMol25 structures with the same formula, charge and spin is 23.13 kJ/mol. The calculation puts the HOMO-LUMO gap at 9.61 eV. Its HOMO energy is -0.31048 Ha. Its net charge is 0.

Positions of all 9 atoms, in Å:
C -0.411 -1.379 -0.339
S -0.998 0.345 -0.296
C 0.424 1.357 0.327
H 0.646 -1.368 -0.701
H -0.535 -1.809 0.681
H -1.078 -1.914 -1.016
H 0.401 1.445 1.429
H 1.394 1.004 -0.066
H 0.157 2.319 -0.020

No. 6
Density functional theory data (ωB97M-V with the def2-TZVPD basis set) for a single C4H7NO molecule.

Its energy above the lowest of the compared OMol25 structures with the same formula, charge and spin is 447.36 kJ/mol. The calculation puts the HOMO-LUMO gap (spin up / spin down) at 7.52 / 7.79 eV. Its HOMO energy (spin up / spin down) is -0.24943 / -0.25302 Ha. Its net charge is 0.

Positions of all 13 atoms, in Å:
C -2.321 0.050 0.088
N -1.056 0.423 0.085
C -0.185 -0.059 -0.846
C 1.154 -0.472 -0.431
C 1.913 0.263 0.574
O 1.281 -0.959 0.923
H -2.460 -0.861 -0.444
H -3.174 0.489 0.585
H -0.780 1.094 0.809
H -0.600 -0.365 -1.803
H 1.737 -1.047 -1.151
H 3.001 0.262 0.556
H 1.461 1.162 0.994

No. 7
Density functional theory data (ωB97M-V with the def2-TZVPD basis set) for C15H44BF13O27S7Sn as an isolated structure.

The calculation puts the HOMO-LUMO gap at 4.12 eV. Its HOMO energy is -0.05982 Ha. Its net charge is -2.

Positions of all 108 atoms, in Å:
Sn 10.029 11.573 -15.617
C 9.002 12.295 -21.131
F 8.919 11.031 -21.524
F 9.091 13.101 -22.178
F 7.882 12.622 -20.481
S 10.608 12.585 -20.032
O 10.242 12.399 -18.624
O 11.599 11.604 -20.519
O 11.106 13.949 -20.271
C 10.457 17.159 -15.646
F 9.473 17.379 -16.518
F 11.307 18.120 -15.408
F 9.985 16.844 -14.410
S 11.413 15.688 -16.359
O 12.612 15.572 -15.518
O 10.502 14.529 -16.243
O 11.749 15.906 -17.770
C 15.454 13.426 -17.598
F 16.110 13.946 -18.607
F 15.932 12.331 -17.011
F 15.399 14.415 -16.711
S 13.705 12.996 -18.279
O 12.782 12.611 -17.190
O 13.268 14.244 -19.003
O 13.915 11.840 -19.184
B 10.235 8.836 -17.459
F 9.392 9.388 -18.362
F 9.554 8.828 -16.277
F 10.560 7.552 -17.868
F 11.375 9.602 -17.415
O 5.693 5.972 -16.750
S 5.606 7.417 -16.913
O 6.082 8.236 -18.084
O 4.047 7.871 -16.426
C 3.807 9.214 -16.404
C 2.533 9.358 -15.594
C 6.612 8.080 -15.472
H 3.704 9.461 -17.460
H 4.612 9.877 -16.089
H 2.271 10.416 -15.586
H 2.620 8.889 -14.614
H 1.757 8.744 -16.052
H 6.693 9.150 -15.283
H 7.627 7.739 -15.678
H 6.104 7.595 -14.639
O 9.326 8.305 -10.833
S 8.671 8.798 -12.074
O 9.134 9.885 -12.877
O 8.594 7.498 -13.178
C 8.557 6.198 -12.626
C 8.622 5.163 -13.757
C 6.752 9.033 -11.860
H 7.627 6.114 -12.064
H 9.310 6.036 -11.854
H 7.771 5.406 -14.392
H 8.492 4.159 -13.353
H 9.470 5.067 -14.435
H 6.390 8.006 -11.821
H 6.364 9.593 -12.710
H 6.643 9.627 -10.952
O 8.094 14.147 -11.321
S 9.340 13.761 -11.921
O 9.377 13.116 -13.201
O 10.401 15.023 -12.035
C 10.353 16.102 -11.158
C 11.613 16.899 -11.132
C 10.358 12.738 -10.681
H 10.119 15.754 -10.152
H 9.450 16.680 -11.355
H 11.659 17.479 -12.053
H 12.465 16.220 -11.091
H 11.789 17.487 -10.231
H 10.167 12.958 -9.630
H 11.375 13.105 -10.818
H 10.095 11.729 -10.998
O 6.475 11.785 -14.358
S 5.286 12.319 -13.625
O 3.930 11.831 -13.761
O 5.630 12.179 -12.038
C 4.622 12.491 -11.097
C 3.853 11.212 -10.734
C 5.229 14.159 -13.778
H 3.873 13.258 -11.294
H 5.083 12.869 -10.185
H 4.380 10.493 -10.107
H 3.647 10.672 -11.658
H 2.896 11.446 -10.266
H 4.962 14.606 -12.820
H 4.429 14.404 -14.477
H 6.181 14.598 -14.075
O 11.871 10.101 -13.676
H 11.703 9.287 -13.202
H 12.797 10.285 -13.515
O 13.694 9.140 -18.763
H 13.023 9.170 -18.081
H 14.448 8.729 -18.340
O 12.339 13.194 -14.351
H 12.464 14.020 -14.820
H 13.158 12.717 -14.484
O 11.527 8.870 -20.311
H 11.305 7.947 -20.437
H 10.908 9.177 -19.649
O 7.413 10.520 -17.118
H 7.516 9.688 -17.580
H 6.713 10.972 -17.590
O 7.707 13.644 -16.503
H 6.773 13.436 -16.479
H 7.774 14.375 -17.118

No. 8
Density functional theory data (ωB97M-V with the def2-TZVPD basis set) for a single C4H9N3O2 molecule.

The SMILES is CN[C@@H](O)[C@]1(N)NC1=O. Its energy above the lowest of the compared OMol25 structures with the same formula, charge and spin is 299.55 kJ/mol. The calculation puts the HOMO-LUMO gap at 9.94 eV. Its HOMO energy is -0.33616 Ha. Its net charge is 0.

Positions of all 18 atoms, in Å:
C 2.422 0.358 -0.147
N 1.010 0.527 0.170
C 0.144 -0.797 0.279
O 0.099 -1.335 1.547
C -1.159 -0.226 -0.200
N -2.331 -0.937 0.125
N -1.106 0.647 -1.411
C -1.006 1.287 -0.200
O -1.367 2.303 0.340
H 2.940 -0.172 0.658
H 2.879 1.335 -0.304
H 2.517 -0.230 -1.060
H 0.929 1.066 1.029
H 0.586 -1.534 -0.397
H -0.561 -0.841 2.060
H -2.475 -1.740 -0.479
H -3.143 -0.330 0.099
H -0.378 0.620 -2.111

No. 9
Density functional theory data (ωB97M-V with the def2-TZVPD basis set) for a single CH3BrP2 molecule.

The SMILES is P/C=P/Br. Its energy above the lowest of the compared OMol25 structures with the same formula, charge and spin is 93.64 kJ/mol. The calculation puts the HOMO-LUMO gap at 8.04 eV. Its HOMO energy is -0.33194 Ha. Its net charge is 0.

Positions of all 7 atoms, in Å:
P 0.507 1.298 0.839
C -0.275 -0.177 0.124
P 0.221 -0.519 -1.456
Br -1.147 -1.841 -3.036
H 0.117 0.957 2.020
H 1.689 0.812 0.698
H -1.111 -0.531 0.811

No. 10
Density functional theory data (ωB97M-V with the def2-TZVPD basis set) for a single C7H14 molecule.

The SMILES is C[C@@H]1[C@H](C)C[C@@H]1C. Its energy above the lowest of the compared OMol25 structures with the same formula, charge and spin is 64.51 kJ/mol. The calculation puts the HOMO-LUMO gap at 11.37 eV. Its HOMO energy is -0.37595 Ha. Its net charge is 0.

Positions of all 21 atoms, in Å:
C 0.071 1.629 0.368
C -0.007 0.553 -0.715
C -1.100 -0.525 -0.478
C -2.362 -0.185 0.295
C -0.023 -1.419 0.179
C 1.052 -0.566 -0.554
C 2.356 -0.138 0.099
H 0.970 2.252 0.279
H 0.088 1.197 1.377
H -0.798 2.290 0.308
H -0.025 1.024 -1.704
H -1.381 -0.951 -1.450
H -2.125 0.217 1.286
H -2.961 0.561 -0.241
H -2.985 -1.076 0.433
H -0.071 -2.492 -0.038
H -0.013 -1.295 1.270
H 1.245 -1.037 -1.526
H 2.167 0.130 1.144
H 3.129 -0.909 0.087
H 2.773 0.740 -0.419

| no. | electronic energy (Ha) | F_max (eV/Å) |
| --- | --- | --- |
| 1 | -359.97342 | 6.10 |
| 2 | -9225.07004 | 2.81 |
| 3 | -3107.35929 | 0.53 |
| 4 | -2653.24942 | 1.09 |
| 5 | -477.96734 | 1.69 |
| 6 | -286.46126 | 0.81 |
| 7 | -6954.20781 | 5.12 |
| 8 | -472.47953 | 2.94 |
| 9 | -3296.53713 | 4.66 |
| 10 | -275.09167 | 0.31 |